Below is the molecule C4H11NO in a non-equilibrium geometry, with properties calculated with ωB97M-V/def2-TZVPD.

## Properties
Frontier orbital gap = 9.41 eV
SMILES = CCOCNC
Net charge = 0
Energy relative to the best compared isomer or geometry (same formula, charge and spin) = 44.00 kcal/mol
Max |F| = 1.81 eV/Å

Each line ends with the natural charge from an NBO analysis.
Positions of all 17 atoms, in Å:
C -0.292 -2.360 0.983  -0.417
C -0.512 0.158 0.886  0.129
N 0.003 -1.022 1.469  -0.659
H -0.040 -2.347 -0.079  0.214
H -1.274 -2.762 1.246  0.166
H 0.452 -3.060 1.379  0.195
H -1.504 0.441 1.319  0.118
H 0.138 0.995 1.208  0.145
H 0.098 -1.032 2.464  0.365
C -0.383 1.222 -1.214  -0.058
O -0.487 0.029 -0.492  -0.536
C 1.097 1.596 -1.493  -0.647
H -0.774 2.098 -0.689  0.165
H -0.921 1.112 -2.148  0.184
H 1.546 2.233 -0.739  0.207
H 1.144 2.001 -2.507  0.211
H 1.712 0.698 -1.593  0.218

Below is C20H28HfNO2Se as an isolated structure in a non-equilibrium geometry, with properties calculated with ωB97M-V/def2-TZVPD.

## Properties
Frontier orbital gap = 7.21 eV
Net charge = +1
Energy relative to the best compared isomer or geometry (same formula, charge and spin) = 0.00 kcal/mol
Max |F| = 4.53 eV/Å

Each line ends with the natural charge from an NBO analysis.
Positions of all 53 atoms, in Å:
O 2.064 -1.398 -2.121  -0.583
C 2.223 -2.867 -2.100  -0.089
C 3.263 -3.071 -3.167  -0.476
H 1.253 -3.310 -2.343  0.185
H 2.575 -3.208 -1.120  0.190
C 3.053 -1.548 -3.203  0.272
H 2.868 -3.589 -4.041  0.224
H 4.225 -3.397 -2.777  0.224
C 2.490 -1.223 -4.567  -0.619
H 1.607 -1.837 -4.749  0.209
H 3.247 -1.461 -5.331  0.226
H 2.196 -0.180 -4.654  0.213
C 4.347 -0.845 -2.877  -0.619
H 4.702 -1.169 -1.900  0.212
H 4.203 0.233 -2.842  0.214
H 5.110 -1.093 -3.628  0.225
Hf -1.373 1.514 1.501  2.030
C -0.824 2.757 3.656  -0.288
C -1.293 1.572 4.271  -0.176
C -0.526 0.469 3.797  -0.261
H -2.071 1.523 5.045  0.266
C 0.421 0.961 2.838  -0.486
C 0.284 2.406 2.811  -0.444
H 1.025 3.100 2.397  0.278
H -1.135 3.767 3.917  0.265
H -0.552 -0.554 4.205  0.265
H 1.256 0.396 2.415  0.273
C -3.003 3.669 1.032  -0.201
C -1.576 3.838 1.055  -0.356
C -1.016 3.093 -0.055  -0.516
H -1.044 4.572 1.660  0.264
C -2.121 2.352 -0.660  -0.363
C -3.333 2.790 -0.035  -0.193
H -4.345 2.554 -0.377  0.264
H -3.717 4.218 1.652  0.265
H -0.016 3.192 -0.472  0.285
H -2.053 1.733 -1.553  0.268
O -1.668 -0.504 0.231  -0.602
C -0.260 -0.512 -0.274  -0.075
C 0.275 -1.898 0.092  -0.424
H 0.391 0.270 0.206  0.185
H -0.267 -0.294 -1.362  0.237
C -0.923 -2.809 0.221  -0.441
H 0.848 -1.804 1.026  0.207
H 0.923 -2.299 -0.665  0.268
C -1.956 -1.892 0.852  -0.042
H -0.675 -3.703 0.788  0.251
H -1.241 -3.143 -0.779  0.221
H -1.791 -1.792 1.940  0.197
H -2.980 -2.177 0.609  0.231
Se -5.678 0.456 3.854  0.018
C -4.206 0.944 3.099  0.175
N -3.206 1.201 2.481  -0.851

Below is the molecule C5H10O2 in a non-equilibrium geometry, with properties calculated with ωB97M-V/def2-TZVPD.

## Properties
Frontier orbital gap = 10.25 eV
SMILES = CC(C)C1(C)OO1
Net charge = 0
Energy relative to the best compared isomer or geometry (same formula, charge and spin) = 124.62 kcal/mol
Max |F| = 6.23 eV/Å

Each line ends with the natural charge from an NBO analysis.
Positions of all 17 atoms, in Å:
C -1.030 0.172 0.078  0.539
C -0.954 1.391 -0.738  -0.688
C 0.898 -1.339 -0.649  -0.585
C 1.077 0.392 1.093  -0.610
C 0.140 -0.639 0.477  -0.292
O -2.154 -0.880 -0.458  -0.323
O -2.310 -0.001 0.648  -0.279
H -0.534 2.117 0.045  0.231
H -1.944 1.565 -1.138  0.262
H -0.216 1.480 -1.529  0.231
H 1.079 -0.821 -1.492  0.203
H 0.314 -2.302 -0.917  0.220
H 1.841 -1.719 -0.313  0.214
H 1.535 0.929 0.306  0.203
H 1.797 -0.044 1.750  0.223
H 0.653 1.166 1.676  0.208
H -0.193 -1.467 1.162  0.243

Below is a 6-piece molecular cluster, C5H24N2O5S overall in a non-equilibrium geometry, with properties calculated with ωB97M-V/def2-TZVPD.

## Properties
Frontier orbital gap = 8.73 eV
SMILES = C[C@@H](N)CNCCS.O.O.O.O.O
Net charge = 0
Energy relative to the best compared isomer or geometry (same formula, charge and spin) = 99.96 kcal/mol
Max |F| = 9.58 eV/Å

Each line ends with the natural charge from an NBO analysis.
Positions of all 37 atoms, in Å:
C -0.328 0.579 0.341  -0.239
N 0.556 -0.493 -0.096  -0.693
C 0.859 -1.441 0.963  -0.225
C 2.221 -1.271 1.585  -0.572
S 3.353 -1.954 0.463  -0.027
C 0.189 1.890 -0.227  -0.062
N -0.623 3.055 0.332  -0.895
C -0.054 1.713 -1.711  -0.637
H -0.265 0.531 1.527  0.187
H -1.396 0.452 0.090  0.194
H 0.287 -0.983 -0.940  0.413
H 0.697 -2.414 0.678  0.205
H -0.011 -1.444 1.833  0.165
H 2.398 -0.154 1.886  0.210
H 2.635 -1.905 2.386  0.247
H 3.427 -1.021 -0.529  0.124
H 1.294 2.042 0.103  0.187
H -0.016 3.514 0.997  0.366
H -1.041 3.813 -0.122  0.376
H 0.819 2.165 -2.387  0.217
H -0.985 2.194 -2.083  0.215
H -0.159 0.704 -2.149  0.219
H 0.206 -1.355 -3.417  0.463
H 0.546 -2.631 -2.750  0.490
O 0.457 -1.585 -2.634  -0.928
H -1.360 -2.619 -2.061  0.477
H -2.301 -1.905 -3.038  0.472
O -1.747 -2.713 -2.973  -0.950
H 2.812 2.746 2.026  0.473
H 1.792 1.540 1.902  0.472
O 2.207 2.204 2.494  -0.941
H -1.974 1.423 1.660  0.488
H -3.358 2.124 1.652  0.470
O -2.924 1.319 1.936  -0.964
H -2.920 -3.339 0.270  0.473
H -2.753 -1.905 0.980  0.487
O -2.539 -2.876 1.010  -0.958

Below is the molecule C5H5NO, with properties calculated with ωB97M-V/def2-TZVPD.

## Properties
Frontier orbital gap = 10.38 eV
SMILES = O=C1N=C[C@H]2C[C@@H]12
Net charge = 0
Energy relative to the best compared isomer or geometry (same formula, charge and spin) = 30.39 kcal/mol
Max |F| = 0.63 eV/Å

Each line ends with the natural charge from an NBO analysis.
Positions of all 12 atoms, in Å:
O -1.334 -0.842 -2.117  -0.506
C -0.251 -1.159 0.833  0.155
C -0.182 0.343 0.819  -0.304
C 1.095 0.802 0.172  -0.371
C -0.150 0.663 -0.659  -0.344
C -0.555 -0.667 -1.224  0.665
N -0.228 -1.733 -0.308  -0.453
H -0.305 -1.758 1.738  0.201
H -0.720 0.954 1.534  0.244
H 1.906 0.087 0.066  0.229
H 1.407 1.823 0.379  0.232
H -0.618 1.541 -1.088  0.252

Below is an isolated ion of composition C2H7N2OS and charge +1 in a non-equilibrium geometry, with properties calculated with ωB97M-V/def2-TZVPD.

## Properties
Frontier orbital gap = 9.53 eV
SMILES = C[NH2+][C@]1(N)OS1
Net charge = +1
Energy relative to the best compared isomer or geometry (same formula, charge and spin) = 60.67 kcal/mol
Max |F| = 4.48 eV/Å

Each line ends with the natural charge from an NBO analysis.
Positions of all 13 atoms, in Å:
C -0.785 -0.652 -0.328  0.352
C 1.008 0.966 0.409  -0.492
N -0.195 -1.663 0.320  -0.819
N -0.437 0.772 0.223  -0.532
O -0.501 -0.401 -1.825  -0.642
S -2.113 -0.680 -1.424  0.576
H 1.439 0.588 1.302  0.243
H 1.559 0.545 -0.477  0.264
H 1.376 2.060 0.378  0.279
H -0.239 -2.570 -0.066  0.447
H 0.709 -1.275 0.763  0.405
H -0.781 1.446 -0.410  0.460
H -1.041 0.864 1.133  0.459